A gas-phase ion, C15H17IN3O (charge +1), computed with wB97M-V/def2-TZVPD.

Positions of all 37 atoms, in Å:
I1 0.008 -4.386 1.376
O1 -2.227 0.709 0.995
N1 0.183 -2.476 0.580
N2 -4.034 1.173 -0.280
N3 -0.951 -2.062 0.008
C1 3.501 0.222 -1.007
C2 2.495 -2.365 1.361
C3 1.316 -1.797 0.662
C4 0.239 -0.062 -0.528
C5 -2.815 0.548 -0.041
C6 4.643 1.019 -0.997
C7 -0.905 -0.866 -0.514
C8 1.381 -0.513 0.062
C9 4.011 1.950 1.148
C10 -2.184 -0.351 -1.099
C11 2.618 0.302 0.075
C12 -4.593 0.972 -1.621
C13 -4.998 0.765 0.770
C14 4.894 1.878 0.069
C15 2.867 1.159 1.149
H1 0.188 0.906 -1.000
H2 3.318 -0.440 -1.839
H3 -4.900 -0.298 0.989
H4 -5.182 0.058 -1.701
H5 2.830 -3.282 0.882
H6 -6.010 0.970 0.448
H7 4.182 2.622 1.973
H8 5.321 0.982 -1.834
H9 3.316 -1.661 1.365
H10 -1.933 0.274 -1.952
H11 2.261 -2.599 2.397
H12 -4.813 1.302 1.692
H13 5.770 2.507 0.067
H14 -5.276 1.793 -1.819
H15 -2.838 -1.159 -1.407
H16 -3.838 1.012 -2.393
H17 2.156 1.194 1.961

* charge: +1
* 2S+1: 1
* molar mass: 382.225 u
* highest occupied orbital energy: -12.2 eV
* gap between HOMO and LUMO: 7.661 eV
* total energy: -1118.714334 Ha